No. 1
The following is a DFT calculation (ωB97M-V with the def2-TZVPD basis set) of a single C20H20ClN3O5S molecule in a non-equilibrium geometry.

The energy above the lowest of the compared OMol25 structures with the same formula, charge and spin is 0.00 kcal/mol. The calculation puts the electronic energy at -2172.9831 a.u.

```
50
C20H20ClN3O5S (ωB97M-V with the def2-TZVPD basis set)
C 2.20812 -1.68276 -0.56132
N 1.36100 -2.64394 -1.22906
C 1.05723 -3.87442 -0.52379
C 2.00711 -5.01996 -0.91876
C 3.35760 -4.76559 -0.49372
N 4.42142 -4.54733 -0.13550
C 0.85583 -2.51891 -2.47444
O 0.24864 -3.42308 -3.01515
C 1.06897 -1.18817 -3.19662
O 0.55441 -0.09991 -2.43840
C 1.36119 0.93516 -2.19337
O 2.51282 0.99672 -2.54827
C 0.68282 1.98553 -1.39153
C 1.44896 3.02705 -0.86956
C 0.86361 4.00217 -0.08818
C -0.49838 3.93303 0.19246
Cl -1.21779 5.12000 1.18993
C -1.26760 2.90842 -0.34091
S -3.01832 2.71181 0.06684
O -3.68704 3.97226 0.12016
O -3.54276 1.71990 -0.81703
N -2.93567 2.10658 1.63267
C -3.34902 2.97236 2.71251
C -2.02761 1.06891 1.87074
C -1.95252 0.00717 0.96929
C -1.05088 -1.01999 1.16973
C -0.21579 -1.01678 2.27550
C -0.30062 0.02309 3.18396
C -1.19531 1.06015 2.98889
C -0.68369 1.94231 -1.13482
H 1.61584 -0.99010 0.04558
H 2.79770 -1.11352 -1.27629
H 2.90389 -2.21498 0.08640
H 1.10669 -3.68571 0.55008
H 0.04221 -4.17623 -0.79730
H 1.66732 -5.95134 -0.45882
H 1.98508 -5.13882 -2.00520
H 0.51038 -1.24059 -4.13599
H 2.13086 -1.02175 -3.41532
H 2.50593 3.05236 -1.08768
H 1.44719 4.81236 0.31855
H -2.52709 3.56824 3.11912
H -3.78962 2.36948 3.50707
H -4.10097 3.64501 2.30797
H -2.62119 -0.01114 0.12606
H -1.01537 -1.83317 0.46012
H 0.48439 -1.82203 2.44077
H 0.33666 0.03226 4.05572
H -1.24070 1.85792 3.71219
H -1.30597 1.16997 -1.55531
```



No. 2
The following is a DFT calculation (ωB97M-V with the def2-TZVPD basis set) of a single C20H20ClNO2 molecule in a non-equilibrium geometry.

The energy above the lowest of the compared OMol25 structures with the same formula, charge and spin is 0.00 kcal/mol. The calculation puts the electronic energy at -1439.5006 a.u.

```
44
C20H20ClNO2 (ωB97M-V with the def2-TZVPD basis set)
C 2.70584 -0.96157 -3.81607
C 1.59535 -0.93430 -2.79469
O 1.97720 -1.70502 -1.62524
C 0.91104 -2.26832 -0.97435
C 0.71965 -3.60167 -1.36941
C -0.31711 -4.52564 -1.03589
C -1.47446 -4.28235 -0.32449
C -2.04399 -3.00145 0.10919
O -3.23522 -3.10797 0.36178
C -1.28982 -1.78306 0.38778
C -1.60313 -0.82189 1.31772
C -2.86160 -0.69941 2.18482
N -0.56373 0.11351 1.39818
C -0.48143 1.28703 2.33780
C -0.41718 2.61219 1.59933
C 0.34204 3.67629 2.15193
C 0.46394 4.91943 1.50422
C -0.13101 5.08767 0.22946
Cl -0.00844 6.59874 -0.61662
C -0.92669 4.03308 -0.28628
C -1.07455 2.81939 0.38743
C 0.46514 -0.37349 0.59077
C 1.86753 0.19400 0.66280
C 0.04322 -1.49423 -0.09012
H 2.39415 -0.57535 -4.80324
H 3.56739 -0.39448 -3.47100
H 3.09633 -1.94851 -3.99225
H 0.66140 -1.33455 -3.20889
H 1.42596 0.08762 -2.47000
H 1.53689 -3.94181 -2.00314
H -0.14049 -5.55568 -1.38429
H -2.14334 -5.12588 -0.16323
H -3.56966 -1.50296 2.00960
H -3.35518 0.26836 2.01332
H -2.52345 -0.76214 3.24690
H -1.37491 1.33822 2.95377
H 0.36768 1.15236 3.02631
H 0.84770 3.58421 3.11594
H 1.04855 5.70734 2.00175
H -1.47517 4.17126 -1.18882
H -1.72345 2.09579 -0.10241
H 2.12565 0.43219 1.69569
H 1.96246 1.08312 0.05456
H 2.60890 -0.56008 0.37938
```



No. 3
The following is a DFT calculation (ωB97M-V with the def2-TZVPD basis set) of a single C20H20N2O4S molecule.

The energy above the lowest of the compared OMol25 structures with the same formula, charge and spin is 7.89 kcal/mol. The calculation puts the electronic energy at -1582.8127 a.u.

```
47
C20H20N2O4S (ωB97M-V with the def2-TZVPD basis set)
O 0.01900 -1.80790 1.86129
C 0.10763 -0.82232 1.16401
N -0.75626 0.22026 1.22787
C -1.97995 0.15498 1.99811
C -3.05123 -0.72075 1.31239
C -3.58109 0.00854 0.08946
S -3.12105 1.75106 0.35551
O -4.25641 2.62445 0.25792
O -1.97343 2.08985 -0.45797
C -2.54909 1.55412 2.08304
C 1.23088 -0.52578 0.20495
C 2.53062 -0.37848 0.50775
C 3.22939 -0.50700 1.77610
C 4.42214 0.20785 1.93038
C 5.14824 0.13845 3.10225
C 4.70849 -0.66213 4.14394
C 3.54098 -1.39235 3.99657
C 2.80664 -1.32186 2.82728
N 0.80756 -0.25055 -1.10165
C -0.35628 -0.68787 -1.66589
O -1.15165 -1.39859 -1.08033
C -0.57513 -0.21485 -3.05732
C -0.21886 1.07003 -3.45693
C -0.48111 1.48506 -4.75006
C -1.08893 0.62465 -5.65006
C -1.45733 -0.65010 -5.25135
C -1.21195 -1.06549 -3.95616
H -0.75466 0.91778 0.49195
H -1.72933 -0.27700 2.97340
H -3.85002 -0.91658 2.02863
H -2.59328 -1.66790 1.02735
H -3.09663 -0.32592 -0.82235
H -4.65938 -0.03067 -0.01311
H -3.41002 1.62759 2.73850
H -1.81111 2.31394 2.31510
H 3.17354 -0.05437 -0.30717
H 4.77343 0.83459 1.12208
H 6.06264 0.70524 3.20275
H 5.27805 -0.72281 5.05963
H 3.20072 -2.03070 4.79874
H 1.91303 -1.91319 2.72056
H 1.48623 0.18775 -1.71006
H 0.21822 1.75915 -2.74940
H -0.21470 2.48576 -5.05572
H -1.28569 0.95246 -6.65999
H -1.94147 -1.31726 -5.94871
H -1.50141 -2.05112 -3.62329
```



No. 4
The following is a DFT calculation (ωB97M-V with the def2-TZVPD basis set) of a single C20H20N2O5 molecule in a non-equilibrium geometry.

The energy above the lowest of the compared OMol25 structures with the same formula, charge and spin is 173.24 kcal/mol. The calculation puts the electronic energy at -1259.6356 a.u.

```
47
C20H20N2O5 (ωB97M-V with the def2-TZVPD basis set)
C 3.67793 -1.16211 -0.89276
C 2.83138 0.05397 -0.52516
O 2.05229 0.70515 -1.59126
C 1.37992 -0.08234 -2.55207
C -0.05645 -0.16423 -2.12929
C -0.85690 0.94327 -1.92153
C -2.13028 0.79153 -1.41274
C -2.69457 -0.43334 -1.08863
C -3.93553 -0.50149 -0.32508
C -4.04786 -1.45481 0.73190
C -5.19814 -1.60777 1.35804
C -6.24724 -0.73352 1.05491
C -6.17829 0.32669 0.11803
C -4.99878 0.34632 -0.56753
C -1.95058 -1.56346 -1.45612
C -0.62582 -1.47305 -2.03653
C 1.76810 -0.17883 0.57328
O 1.60024 -1.27119 1.04719
N 0.89708 0.85230 0.89034
O -0.17270 0.82693 1.80211
C 3.76166 1.15491 0.09205
O 3.22895 2.39391 -0.33096
C 4.14302 0.98202 1.59088
C 3.64182 1.63934 2.61474
C 3.98241 0.88227 3.83968
N 4.66922 -0.15012 3.48524
O 4.79813 -0.05163 2.02613
H 4.17070 -1.56431 -0.02696
H 3.06552 -1.92418 -1.35680
H 4.53867 -0.98954 -1.53662
H 1.41667 0.34236 -3.59335
H 1.77725 -1.04902 -2.61600
H -0.43485 1.89166 -2.15617
H -2.73903 1.64329 -1.09362
H -3.19971 -2.04982 0.99547
H -5.31621 -2.27283 2.09014
H -7.32930 -0.82491 1.36606
H -6.98401 1.07700 -0.11228
H -4.86246 1.03636 -1.38711
H -2.42159 -2.52784 -1.45031
H 0.04327 -2.34715 -2.28890
H 1.20103 1.82474 0.73195
H -0.28609 -0.09437 2.02629
H 4.77487 1.17579 -0.40299
H 2.60883 2.02300 -1.09427
H 3.04260 2.46767 2.64695
H 3.59483 1.09139 4.86368
```



No. 5
The following is a DFT calculation (ωB97M-V with the def2-TZVPD basis set) of a single C20H20N4O3S2 molecule in a non-equilibrium geometry.

The energy above the lowest of the compared OMol25 structures with the same formula, charge and spin is 84.86 kcal/mol. The calculation puts the electronic energy at -2015.2163 a.u.

```
49
C20H20N4O3S2 (ωB97M-V with the def2-TZVPD basis set)
C 2.46458 1.26465 -3.23006
O 1.67708 0.02946 -3.22314
C 1.59534 -0.42330 -1.94380
C 2.53627 -1.28277 -1.42406
C 2.40333 -1.78750 -0.12702
N 3.30073 -2.64188 0.33077
C 3.20505 -3.13020 1.58668
N 2.21147 -2.79392 2.40118
C 1.35676 -1.91436 2.01198
N 0.45512 -1.72332 3.00236
C -0.06854 -0.47319 3.41127
C -1.34974 -0.43500 3.99430
C -1.89246 0.77681 4.47058
C -1.14320 1.97521 4.35205
S -1.45002 3.58892 4.98163
C 0.17048 4.01146 4.39498
N 0.80798 3.08974 3.69268
C 0.11312 1.91802 3.70891
C 0.61362 0.74100 3.22398
C 1.34592 -1.39183 0.71651
C 0.41965 -0.47709 0.19984
C 0.49936 -0.07022 -1.15563
S -0.82748 1.04411 -1.84014
O -0.33143 2.13324 -2.72360
O -1.67049 1.59286 -0.77880
C -1.90126 -0.09885 -2.83751
C -2.40030 -1.27795 -1.95687
C -1.17203 -0.65347 -4.09676
C -3.13488 0.69938 -3.30774
H 2.12324 1.89203 -4.04769
H 3.56419 1.11163 -3.38498
H 2.39595 1.86085 -2.31903
H 3.32250 -1.63245 -2.05286
H 3.91676 -3.88773 1.85484
H 0.74055 -2.35763 3.76343
H -1.84468 -1.39176 4.11817
H -2.89102 0.78843 4.89552
H 0.52497 5.02848 4.53252
H 1.61529 0.72584 2.73955
H -0.47262 -0.21248 0.75776
H -3.13867 -1.83723 -2.46280
H -1.58254 -1.92213 -1.72832
H -2.79147 -0.87863 -1.02099
H -1.86621 -1.14667 -4.83082
H -0.70292 0.16724 -4.62470
H -0.37344 -1.32493 -3.74416
H -2.84029 1.53838 -3.92659
H -3.85895 0.11347 -3.89877
H -3.67465 1.07528 -2.45467
```



No. 6
The following is a DFT calculation (ωB97M-V with the def2-TZVPD basis set) of a single C20H20N4O4 molecule in a non-equilibrium geometry.

The energy above the lowest of the compared OMol25 structures with the same formula, charge and spin is 75.56 kcal/mol. The calculation puts the electronic energy at -1294.0746 a.u.

```
48
C20H20N4O4 (ωB97M-V with the def2-TZVPD basis set)
C -0.49555 1.15655 2.69855
C -0.43941 -0.18945 3.40813
O -0.83060 -1.23449 2.52454
C -2.10359 -1.64018 2.56651
O -2.90335 -1.27228 3.39260
C -2.41023 -2.64347 1.51389
C -3.30274 -3.66297 1.81937
C -3.61358 -4.63481 0.88712
C -3.03959 -4.57434 -0.37112
C -2.17426 -3.54760 -0.70600
C -1.84788 -2.56653 0.22678
O -1.06526 -1.49911 -0.02885
C -0.27692 -1.45032 -1.20448
C 0.78550 -0.41857 -0.93573
C 0.75148 0.83047 -1.50884
C 1.70572 1.80311 -1.18409
C 1.68118 3.10943 -1.79080
N 0.80006 3.41824 -2.66404
N 0.81569 4.63977 -3.20612
C -0.06356 5.08085 -4.13563
N 0.22096 6.31347 -4.46521
C 1.30008 6.60080 -3.70436
N 1.69141 5.62122 -2.93164
C 2.68702 1.48563 -0.24583
C 2.73112 0.23683 0.34122
C 1.78886 -0.73307 0.00408
O 1.75981 -1.98606 0.50195
C 2.67671 -2.34704 1.50638
H -0.12733 1.93742 3.35828
H 0.11175 1.12984 1.79644
H -1.52122 1.38377 2.41913
H -1.10003 -0.19327 4.28184
H 0.58219 -0.42573 3.71810
H -3.73759 -3.68001 2.80723
H -4.29847 -5.42999 1.13675
H -3.27526 -5.32630 -1.10985
H -1.76350 -3.50752 -1.70306
H 0.19059 -2.42488 -1.39185
H -0.88991 -1.16158 -2.06824
H -0.01790 1.08519 -2.22024
H 2.44486 3.82374 -1.47950
H -0.86131 4.48166 -4.52022
H 1.79519 7.54970 -3.72991
H 3.42466 2.22616 0.02675
H 3.50343 0.02406 1.06321
H 2.42319 -3.36957 1.78098
H 2.57943 -1.70414 2.38561
H 3.70817 -2.31462 1.14020
```